Computed, not measured: a molecular structure, C19H20Cl3MoN2O6S2Se2Te2, with ωB97M-V/def2-TZVPD.

Structure (XYZ):
```
57
Properties=species:S:1:pos:R:3
Mo -2.31 2.32 0.39
Se -2.47 -0.43 0.63
Te -4.49 -0.17 -0.82
Te -5.18 2.15 0.46
Se -4.01 4.11 -0.39
Cl 0.00 -3.93 -5.27
C 0.80 -2.97 -4.09
C 0.49 -1.62 -3.96
C 1.12 -0.86 -3.00
C 2.09 -1.40 -2.16
C 2.86 -0.59 -1.13
C 2.70 0.95 -1.24
N 1.67 1.48 -0.39
C 1.87 2.39 0.61
C 0.66 2.65 1.16
N -0.28 1.90 0.51
C 0.37 1.22 -0.43
O 2.70 -0.98 0.22
C 1.46 -1.48 0.69
C 1.36 -2.98 0.69
C 2.22 -3.81 1.35
Cl 3.58 -3.33 2.26
S 1.80 -5.48 1.17
C 0.44 -5.05 0.20
C 0.33 -3.70 0.03
C 2.42 -2.75 -2.35
Cl 3.70 -3.47 -1.45
C 1.78 -3.53 -3.29
H -0.24 -1.18 -4.62
H 0.86 0.19 -2.96
H 3.93 -0.79 -1.33
H 2.52 1.25 -2.28
H 3.63 1.42 -0.91
H 2.84 2.77 0.86
H 0.38 3.34 1.94
H -0.12 0.55 -1.12
H 0.60 -1.09 0.13
H 1.40 -1.12 1.73
H -0.20 -5.81 -0.19
H -0.45 -3.23 -0.53
H 2.06 -4.57 -3.41
C -3.79 1.85 3.81
C -2.44 2.49 3.44
C -1.28 1.63 3.94
O -2.37 2.59 2.05
H -3.84 1.72 4.89
H -3.88 0.87 3.34
H -4.62 2.49 3.51
H -2.38 3.51 3.85
H -1.17 0.75 3.29
H -1.48 1.30 4.95
H -0.34 2.19 3.94
O -2.29 4.02 -2.71
S -1.40 3.34 -1.85
O -1.27 4.02 -0.51
O -2.18 2.03 -1.33
O -0.14 2.87 -2.30
```

Results
**2S+1**: 1
**Electronic energy**: -8880.80579 hartree
**Kohn-Sham gap**: 5.1587 eV
**Largest force on an atom**: 0.110 Eh/bohr
**Charge**: +1